A molecular structure, C24H39BrCdN3O9P2, computed with ωB97M-V with the def2-TZVPD basis set.

Atoms and positions in Å:
Cd (0.168, 0.160, -0.020)
O (0.582, -1.805, -0.850)
N (0.438, -1.852, -2.117)
N (-0.269, -0.924, -2.625)
O (-0.839, 0.052, -1.943)
C (-0.453, -0.914, -4.056)
C (-0.020, -1.980, -4.832)
C (-0.207, -1.923, -6.202)
C (-0.818, -0.821, -6.789)
C (-1.247, 0.230, -5.995)
C (-1.067, 0.189, -4.619)
H (0.451, -2.835, -4.368)
H (0.126, -2.750, -6.816)
H (-0.959, -0.786, -7.862)
H (-1.727, 1.090, -6.444)
H (-1.392, 0.998, -3.985)
C (-2.666, 4.806, 3.943)
C (-2.529, 3.306, 4.064)
C (-2.092, 2.857, 5.439)
O (-1.503, 2.889, 3.104)
P (-1.755, 1.865, 1.950)
O (-0.607, 1.926, 1.005)
C (-2.004, 0.221, 2.672)
P (-0.441, -0.565, 3.141)
O (0.588, -0.535, 2.065)
O (-0.735, -2.040, 3.554)
C (-1.574, -2.416, 4.698)
C (-0.770, -3.387, 5.529)
C (-2.859, -3.007, 4.162)
O (-0.074, 0.266, 4.421)
C (1.327, 0.356, 4.877)
C (1.903, 1.643, 4.336)
C (1.294, 0.283, 6.384)
O (-3.158, 2.133, 1.311)
C (-3.331, 3.189, 0.290)
C (-3.215, 2.550, -1.075)
C (-4.677, 3.820, 0.551)
H (-3.443, 5.163, 4.619)
H (-2.930, 5.096, 2.926)
H (-1.724, 5.288, 4.205)
H (-3.471, 2.825, 3.789)
H (-1.193, 3.398, 5.743)
H (-1.870, 1.789, 5.456)
H (-2.882, 3.065, 6.161)
H (-2.509, -0.397, 1.926)
H (-2.641, 0.307, 3.555)
H (-1.779, -1.514, 5.281)
H (-0.524, -4.269, 4.936)
H (-1.350, -3.699, 6.397)
H (0.159, -2.933, 5.874)
H (-2.635, -3.861, 3.522)
H (-3.428, -2.279, 3.582)
H (-3.481, -3.346, 4.990)
H (1.870, -0.498, 4.468)
H (1.356, 2.500, 4.734)
H (1.841, 1.666, 3.247)
H (2.950, 1.728, 4.630)
H (0.720, 1.118, 6.790)
H (2.310, 0.339, 6.774)
H (0.844, -0.650, 6.725)
H (-2.532, 3.921, 0.428)
H (-4.042, 1.858, -1.242)
H (-2.275, 2.006, -1.185)
H (-3.251, 3.327, -1.840)
H (-5.469, 3.082, 0.412)
H (-4.840, 4.638, -0.152)
H (-4.744, 4.216, 1.564)
O (6.151, 2.110, -1.293)
C (4.906, 1.686, -1.037)
C (4.618, 0.521, -0.330)
C (3.300, 0.192, -0.129)
N (2.273, 0.935, -0.572)
C (2.575, 2.038, -1.251)
Br (1.137, 3.067, -1.905)
C (3.857, 2.462, -1.514)
H (6.807, 1.503, -0.926)
H (5.405, -0.122, 0.044)
H (3.027, -0.712, 0.402)
H (4.050, 3.361, -2.078)

Output
Lowest unoccupied orbital energy = -0.063 Eh
HOMO level = -10.4 eV
DFT total energy = -5203.792262 Ha
Total charge = +1
Max |F| = 0.6 eV/A


2 unconnected molecules or ions with the total composition CH3N3O at a distorted geometry, computed with ωB97M-V with the def2-TZVPD basis set.

Atoms and positions in Å:
C (1.471, 0.276, 0.078)
N (-2.475, -0.915, 0.183)
N (-1.934, -0.017, -0.167)
N (0.936, -0.801, -0.269)
O (-1.504, 1.051, -0.413)
H (1.310, 1.004, 0.927)
H (2.036, 0.736, -0.725)
H (0.161, -1.333, 0.386)

Output
Lowest unoccupied orbital energy = 0.036 Eh
SMILES string = N#[N+][O-].C=N
HOMO level = -9.9 eV
DFT total energy = -279.296800 Ha
Max |F| = 3.9 eV/A


C3H6N2 in the gas phase at a distorted geometry, computed with ωB97M-V with the def2-TZVPD basis set.

Atoms and positions in Å:
C (-1.245, 0.041, 0.426)
C (0.084, 0.870, -0.353)
C (-0.181, -0.633, -0.570)
N (1.296, 0.489, 0.349)
N (1.061, -0.893, -0.058)
H (-1.368, 0.136, 1.450)
H (-2.153, 0.249, -0.099)
H (-0.246, 1.729, -0.689)
H (-0.476, -1.358, -1.266)
H (2.211, 0.882, 0.035)
H (1.017, -1.512, 0.774)

Output
Lowest unoccupied orbital energy = 0.048 Eh
SMILES string = C1[C@@H]2NN[C@H]12
HOMO level = -7.8 eV
DFT total energy = -227.246081 Ha
Max |F| = 6.9 eV/A


2 unconnected molecules or ions with the total composition C6H10N2 at a distorted geometry, computed with ωB97M-V with the def2-TZVPD basis set.

Atoms and positions in Å:
C (-1.448, -1.152, -1.386)
C (2.145, 0.213, -0.622)
C (0.928, 0.027, -0.190)
C (-0.428, 1.798, 0.675)
C (-0.569, -0.456, 1.630)
C (-0.163, -1.489, -1.743)
N (-2.492, -0.801, -1.031)
N (0.130, 0.466, 0.766)
H (2.859, 0.792, -0.048)
H (2.508, -0.224, -1.533)
H (-0.550, 2.194, 1.683)
H (0.251, 2.443, 0.119)
H (-1.400, 1.788, 0.176)
H (-0.308, -0.242, 2.671)
H (-1.649, -0.364, 1.507)
H (-0.278, -1.477, 1.394)
H (0.221, -1.087, -2.665)
H (0.244, -2.427, -1.403)

Output
Lowest unoccupied orbital energy = 0.011 Eh
HOMO level = -7.6 eV
DFT total energy = -343.990602 Ha
Max |F| = 3.0 eV/A


C6H9N in the gas phase at a distorted geometry, computed with ωB97M-V with the def2-TZVPD basis set.

Atoms and positions in Å:
C (-2.182, -0.022, -1.283)
C (-0.915, -0.454, -0.643)
C (-0.573, 0.038, 0.596)
C (0.840, 0.084, 0.665)
C (1.643, 0.466, 1.865)
C (1.311, -0.362, -0.545)
N (0.228, -0.680, -1.339)
H (-2.306, -0.260, -2.354)
H (-3.086, -0.311, -0.736)
H (-1.784, 0.982, -0.936)
H (-1.301, 0.355, 1.340)
H (2.704, 0.258, 1.703)
H (1.309, -0.111, 2.734)
H (1.532, 1.529, 2.114)
H (2.323, -0.529, -0.883)
H (0.259, -0.983, -2.298)

Output
Lowest unoccupied orbital energy = 0.038 Eh
SMILES string = Cc1c[nH]c(C)c1
HOMO level = -7.5 eV
DFT total energy = -288.734075 Ha
Max |F| = 3.2 eV/A